No. 1
Formula: C35H40BN15O4W
Source: OMol25
Level of theory: ωB97M-V/def2-TZVPD

Each line ends with the Mulliken charge.
Atoms and positions in Å:
1 W 0.13 0.11 0.01  2.60
2 C -2.02 -3.02 -2.22  -1.28
3 C -1.03 -3.67 -1.25  2.26
4 C -1.15 -5.20 -1.29  -2.15
5 C -1.18 -3.12 0.14  -0.27
6 C -1.65 -3.90 1.20  -1.15
7 C -1.63 -3.08 2.30  -0.75
8 N -1.17 -1.88 1.93  0.53
9 N -0.90 -1.86 0.59  0.99
10 B -1.11 -0.68 2.88  -1.18
11 N 0.32 -0.15 3.06  0.46
12 C 0.98 -0.04 4.22  -0.65
13 C 2.21 0.52 3.98  -0.94
14 C 2.25 0.75 2.60  -0.83
15 N 1.08 0.34 2.04  0.99
16 C 3.41 1.30 1.84  2.16
17 C 4.73 0.68 2.33  -1.65
18 C 3.49 2.82 1.98  -1.55
19 N -1.97 0.45 2.31  0.17
20 C -2.97 1.03 2.98  -0.56
21 C -3.45 2.06 2.22  -1.33
22 C -2.68 2.08 1.05  -0.36
23 N -1.76 1.08 1.11  0.66
24 C -3.06 3.17 0.05  0.27
25 C -2.15 3.50 -1.13  -0.96
26 C -4.49 2.90 -0.46  -1.59
27 H -2.11 -3.63 -3.12  0.62
28 H -3.00 -2.93 -1.77  0.36
29 H -1.66 -2.04 -2.53  -0.05
30 H -0.02 -3.44 -1.61  -0.49
31 H -2.15 -5.52 -1.04  0.44
32 H -0.92 -5.54 -2.29  0.44
33 H -0.44 -5.66 -0.61  0.47
34 H -1.95 -4.92 1.17  0.71
35 H -1.93 -3.28 3.31  0.58
36 H -1.53 -1.00 3.93  -0.08
37 H 0.54 -0.35 5.15  0.56
38 H 2.98 0.74 4.69  0.63
39 H 3.27 1.05 0.78  -1.04
40 H 4.93 0.97 3.36  0.39
41 H 4.72 -0.40 2.26  0.38
42 H 5.55 1.05 1.72  0.45
43 H 3.64 3.10 3.02  0.44
44 H 4.32 3.20 1.40  0.46
45 H 2.58 3.30 1.63  0.31
46 H -3.29 0.68 3.94  0.55
47 H -4.25 2.73 2.47  0.74
48 H -3.13 4.07 0.67  0.83
49 H -1.65 2.63 -1.54  -0.02
50 H -2.75 3.95 -1.92  0.69
51 H -1.40 4.24 -0.87  0.09
52 H -4.52 2.03 -1.10  0.28
53 H -5.18 2.74 0.36  0.47
54 H -4.83 3.77 -1.02  0.47
55 N 3.66 1.11 -2.76  0.10
56 C 3.27 0.17 -1.89  -0.56
57 N 2.26 0.65 -1.16  0.33
58 C 2.09 1.93 -1.65  -0.82
59 N 2.93 2.21 -2.62  -0.74
60 C 1.23 2.82 -0.93  1.04
61 C 1.31 4.21 -1.08  -1.08
62 N 0.83 5.03 -0.18  -0.41
63 C 0.32 4.48 0.92  -0.92
64 C 0.15 3.12 1.07  -0.38
65 N 0.52 2.22 0.10  1.46
66 H 4.38 1.06 -3.48  0.24
67 H 3.73 -0.79 -1.81  0.60
68 H 1.81 4.63 -1.94  0.57
69 H 0.02 5.16 1.70  0.46
70 H -0.28 2.73 1.99  0.25
71 O 3.12 -4.76 -2.28  -0.54
72 C 3.41 -4.72 -1.00  0.34
73 O 4.09 -5.54 -0.46  -0.55
74 C 2.84 -3.59 -0.19  0.73
75 C 2.99 -3.49 1.19  -0.57
76 N 2.36 -2.39 1.60  -0.21
77 N 1.78 -1.73 0.58  0.88
78 C 2.05 -2.46 -0.51  -1.47
79 C 1.44 -2.00 -1.80  -0.02
80 O 1.79 -2.44 -2.88  -0.84
81 O 0.53 -1.09 -1.61  -0.81
82 H 2.61 -4.00 -2.65  0.41
83 H 3.51 -4.16 1.85  0.63
84 H 2.30 -2.05 2.55  -0.03
85 N -5.23 0.91 -5.27  -0.38
86 C -4.37 0.73 -4.54  -0.37
87 C -3.34 0.56 -3.58  0.49
88 C -2.01 0.93 -3.82  -1.16
89 C -1.09 0.83 -2.81  0.11
90 N -1.39 0.39 -1.55  1.27
91 C -2.66 -0.04 -1.36  0.09
92 C -3.65 0.03 -2.32  -1.14
93 H -1.72 1.28 -4.80  0.60
94 H -0.06 1.12 -2.99  0.32
95 H -2.90 -0.45 -0.39  -0.09
96 H -4.64 -0.33 -2.10  0.58

Computed properties:
HOMO energy (spin up / spin down) in eV: -14.16 / -14.37
Electronic energy in hartree: -2571.60201
Net charge: +2
Orbital gap (spin up / spin down) in hartree: 0.257 / 0.253

No. 2
Formula: F2HNO5RbS2
Source: OMol25
Level of theory: ωB97M-V/def2-TZVPD

Each line ends with the Mulliken charge.
Atoms and positions in Å:
1 Rb -2.55 -0.34 -0.04  0.91
2 N 0.01 0.09 -0.74  -0.09
3 S 0.94 1.20 -0.77  0.95
4 O 2.02 1.20 -1.77  -0.59
5 O 1.15 1.93 0.47  -0.57
6 F -0.22 2.15 -1.51  -0.39
7 S 1.18 -1.04 -0.36  1.10
8 O 2.07 -0.77 0.79  -0.55
9 O 1.78 -1.67 -1.56  -0.58
10 F 0.23 -2.14 0.22  -0.25
11 O -3.72 -0.45 2.43  -1.09
12 H -2.87 -0.15 2.83  0.15

Computed properties:
HOMO energy in eV: -4.25
Electronic energy in hartree: -1451.75484
Net charge: -1
Orbital gap in hartree: 0.228

No. 3
Formula: C6H10O
Source: OMol25
Level of theory: ωB97M-V/def2-TZVPD

Each line ends with the natural charge from an NBO analysis.
Atoms and positions in Å:
1 C -2.30 -0.20 0.11  -0.60
2 C -0.87 0.10 -0.30  -0.20
3 C 0.17 -1.03 -0.16  -0.42
4 C 1.17 0.05 0.21  0.21
5 C 2.43 0.26 -0.48  -0.11
6 O 2.38 -0.13 0.89  -0.48
7 C 0.03 1.00 0.59  -0.42
8 H -2.33 -0.64 1.11  0.20
9 H -2.92 0.71 0.11  0.21
10 H -2.75 -0.91 -0.59  0.21
11 H -0.85 0.49 -1.33  0.20
12 H -0.06 -1.67 0.71  0.21
13 H 0.40 -1.66 -1.03  0.21
14 H 2.75 -0.53 -1.17  0.18
15 H 2.84 1.24 -0.69  0.18
16 H 0.11 2.07 0.37  0.21
17 H -0.21 0.86 1.65  0.21

Computed properties:
SMILES: C[C@H]1C[C@]2(CO2)C1
HOMO energy in eV: -10.01
Electronic energy in hartree: -309.79083
Orbital gap in hartree: 0.406

No. 4
Formula: C33H60BBrF8IN3O12P2S2
Source: OMol25
Level of theory: ωB97M-V/def2-TZVPD

Each line ends with the Mulliken spin population.
Atoms and positions in Å:
1 N 1.36 2.93 -2.79  0.00
2 B 0.35 3.10 -1.67  0.00
3 O -0.75 4.07 -2.05  0.00
4 C 0.36 2.40 -0.19  0.00
5 Br 2.26 2.97 0.41  0.00
6 O -0.18 3.35 0.70  0.00
7 S -1.71 3.64 1.05  0.00
8 O -1.75 4.83 2.10  0.00
9 O -2.14 2.30 1.90  0.00
10 C -2.52 1.08 1.24  0.00
11 C -4.12 1.26 1.09  0.00
12 C -4.84 2.52 0.36  0.00
13 C -6.05 2.07 -0.70  0.00
14 F -5.61 2.44 -2.10  0.00
15 P -2.53 -0.03 2.86  0.00
16 O -2.60 1.02 4.30  0.00
17 I -4.51 -1.43 3.13  0.00
18 C -1.64 0.48 -0.01  -0.01
19 C -2.10 -1.04 -0.27  0.00
20 C -1.74 -2.34 0.54  0.00
21 C -2.42 -3.62 -0.33  0.00
22 C -3.56 -4.43 0.59  0.00
23 O -3.59 -5.89 0.27  0.00
24 C -2.43 1.16 -1.32  0.00
25 O -2.03 0.90 -2.67  0.00
26 O -2.88 0.20 -3.37  0.00
27 C 0.02 0.77 -0.02  0.00
28 C 0.88 -0.11 -1.08  0.00
29 F 2.29 0.45 -1.26  0.00
30 F 0.49 0.07 -2.55  0.00
31 C 1.20 -1.64 -1.18  0.00
32 F 0.19 -2.58 -1.79  0.00
33 F 2.12 -1.70 -2.43  0.00
34 C 2.20 -2.53 -0.31  0.00
35 F 1.87 -3.00 1.02  0.00
36 F 3.63 -2.03 -0.45  0.00
37 F 2.29 -3.83 -1.10  0.00
38 P 0.81 0.38 1.72  0.00
39 O 0.30 -1.10 2.48  0.00
40 O 0.55 1.59 2.95  0.00
41 S 2.71 0.04 1.82  0.00
42 H 1.02 2.35 -3.58  0.00
43 H 2.32 2.69 -2.48  0.00
44 H -1.25 3.62 -2.81  0.00
45 H -4.71 0.31 0.68  0.00
46 H -4.55 1.40 2.20  0.00
47 H -5.42 3.24 1.12  0.00
48 H -4.18 3.24 -0.27  0.00
49 H -7.06 2.63 -0.51  0.00
50 H -6.25 0.92 -0.72  0.00
51 H -2.29 0.52 5.11  0.00
52 H -3.30 -1.03 -0.25  0.00
53 H -1.92 -1.30 -1.43  0.00
54 H -0.61 -2.67 0.62  0.00
55 H -2.17 -2.53 1.61  0.00
56 H -3.03 -3.19 -1.26  0.00
57 H -1.62 -4.42 -0.62  0.00
58 H -3.34 -4.36 1.74  0.00
59 H -4.65 -3.98 0.44  0.00
60 H -4.58 -6.12 0.11  0.00
61 H -2.52 2.32 -1.26  0.00
62 H -3.56 0.77 -1.41  0.00
63 H -2.41 0.09 -4.28  0.00
64 H 0.75 -1.15 3.37  0.00
65 H 0.11 1.17 3.76  0.00
66 C 0.29 6.00 3.48  0.04
67 C 1.64 6.07 4.24  0.02
68 C 1.46 5.71 5.74  0.02
69 C 0.85 6.81 6.60  -0.02
70 C 1.59 8.13 6.39  0.02
71 C 1.67 8.54 4.90  0.02
72 N 2.23 7.44 4.04  0.26
73 O 3.61 7.36 4.29  0.65
74 C 0.25 8.95 4.41  0.01
75 C 2.48 9.87 4.77  -0.01
76 C 2.50 4.93 3.60  -0.01
77 H 0.22 6.76 2.69  -0.01
78 H 0.15 5.04 2.97  0.00
79 H -0.57 6.11 4.15  0.00
80 H 2.43 5.45 6.18  0.00
81 H 0.84 4.81 5.83  0.00
82 H -0.21 6.93 6.37  0.00
83 H 0.91 6.53 7.65  0.00
84 H 1.08 8.92 6.97  0.00
85 H 2.59 8.05 6.81  0.00
86 H 0.25 9.20 3.34  -0.01
87 H -0.11 9.83 4.95  0.00
88 H -0.51 8.18 4.57  0.00
89 H 3.50 9.78 5.18  0.00
90 H 2.00 10.68 5.32  0.00
91 H 2.56 10.18 3.72  0.00
92 H 2.70 5.13 2.54  0.00
93 H 1.97 3.97 3.66  0.00
94 H 3.46 4.78 4.11  0.00
95 C 1.19 -5.38 -4.77  0.02
96 C 1.40 -6.66 -3.92  0.03
97 C 2.85 -6.72 -3.36  0.02
98 C 3.90 -7.15 -4.37  -0.02
99 C 3.49 -8.43 -5.09  0.02
100 C 2.09 -8.31 -5.74  0.02
101 N 1.04 -7.86 -4.76  0.27
102 O 0.77 -8.93 -3.89  0.65
103 C 2.17 -7.34 -6.95  0.01
104 C 1.72 -9.68 -6.40  -0.01
105 C 0.44 -6.46 -2.69  -0.01
106 H 0.51 -5.56 -5.62  -0.01
107 H 0.72 -4.57 -4.20  0.00
108 H 2.12 -4.98 -5.17  0.00
109 H 2.88 -7.43 -2.52  0.00
110 H 3.13 -5.74 -2.94  0.00
111 H 4.09 -6.35 -5.09  0.00
112 H 4.86 -7.32 -3.85  0.00
113 H 4.25 -8.67 -5.85  0.00
114 H 3.51 -9.26 -4.38  0.00
115 H 1.18 -7.20 -7.41  -0.01
116 H 2.83 -7.74 -7.72  0.00
117 H 2.57 -6.36 -6.70  0.00
118 H 1.73 -10.51 -5.69  0.00
119 H 2.44 -9.94 -7.18  0.00
120 H 0.73 -9.64 -6.87  0.00
121 H -0.61 -6.43 -3.00  0.00
122 H 0.66 -5.51 -2.18  0.00
123 H 0.56 -7.24 -1.94  0.00

Computed properties:
Multiplicity: 3
HOMO energy (spin up / spin down) in eV: -8.75 / -8.78
Electronic energy in hartree: -7534.42304
Orbital gap (spin up / spin down) in hartree: 0.277 / 0.278

Repeat the second record exactly.
Formula: F2HNO5RbS2
Source: OMol25
Level of theory: ωB97M-V/def2-TZVPD

Each line ends with the Mulliken charge.
Atoms and positions in Å:
1 Rb -2.55 -0.34 -0.04  0.91
2 N 0.01 0.09 -0.74  -0.09
3 S 0.94 1.20 -0.77  0.95
4 O 2.02 1.20 -1.77  -0.59
5 O 1.15 1.93 0.47  -0.57
6 F -0.22 2.15 -1.51  -0.39
7 S 1.18 -1.04 -0.36  1.10
8 O 2.07 -0.77 0.79  -0.55
9 O 1.78 -1.67 -1.56  -0.58
10 F 0.23 -2.14 0.22  -0.25
11 O -3.72 -0.45 2.43  -1.09
12 H -2.87 -0.15 2.83  0.15

Computed properties:
HOMO energy in eV: -4.25
Electronic energy in hartree: -1451.75484
Net charge: -1
Orbital gap in hartree: 0.228